(1)
Computed, not measured: a 6-piece molecular cluster, C37H87F2N7O5Si2 overall, with ωB97M-V/def2-TZVPD.

Last column: Löwdin charge in e.
Cartesian coordinates (Å):
C: 1.4630 3.5338 -1.4848  -0.171
Si: 2.0922 1.7787 -1.7566  0.591
C: 2.1331 1.4009 -3.6038  -0.172
C: 1.0083 0.5948 -0.7561  -0.222
C: -0.1773 -0.1010 -1.4420  -0.183
C: -1.5024 0.6476 -1.3363  -0.524
F: -2.5184 -0.3160 -1.3913  -0.008
F: -1.6178 1.2012 -0.0704  0.007
Si: -1.8720 1.9530 -2.7197  0.768
C: -2.8546 1.1408 -4.0955  -0.269
C: -4.2923 0.7006 -3.7983  -0.247
C: -5.3110 1.8295 -3.5968  -0.272
N: -5.0300 3.0053 -4.4292  0.000
C: -2.5897 3.5371 -2.0313  -0.268
C: -3.5858 3.4156 -0.8569  -0.246
C: -3.0792 3.9050 0.5134  -0.281
N: -2.2254 5.0927 0.5302  0.002
C: 3.8628 1.6637 -1.1335  -0.249
C: 4.6713 2.8090 -1.0116  -0.093
C: 5.9882 2.7136 -0.6056  -0.086
C: 6.5345 1.4739 -0.3121  -0.105
C: 5.7662 0.3284 -0.4258  -0.089
C: 4.4414 0.4344 -0.8319  -0.102
H: 1.5887 4.1567 -2.3702  0.039
H: 0.3974 3.4963 -1.2471  -0.006
H: 1.9592 4.0073 -0.6356  0.033
H: 1.6513 2.2168 -4.1458  0.016
H: 1.6237 0.4820 -3.8948  0.021
H: 3.1647 1.3404 -3.9531  0.031
H: 1.6715 -0.1760 -0.3557  0.067
H: 0.6511 1.1416 0.1177  0.080
H: -0.3569 -1.0742 -0.9770  0.120
H: 0.0174 -0.2924 -2.4991  0.093
H: -0.5370 2.2692 -3.2904  0.015
H: -2.8416 1.8604 -4.9180  0.065
H: -2.2710 0.2802 -4.4361  0.079
H: -4.3308 0.0587 -2.9202  0.084
H: -4.6463 0.0894 -4.6355  0.099
H: -6.2985 1.4073 -3.8128  0.099
H: -5.3323 2.1338 -2.5496  0.089
H: -4.8457 2.7114 -5.3813  0.066
H: -5.8465 3.6015 -4.4675  0.069
H: -1.7520 4.1897 -1.7804  0.046
H: -3.0940 3.9983 -2.8847  0.062
H: -3.9037 2.3770 -0.7364  0.089
H: -4.4868 3.9830 -1.1011  0.100
H: -3.9618 4.1302 1.1190  0.098
H: -2.5519 3.1056 1.0295  0.096
H: -2.4324 5.7124 -0.2438  0.070
H: -1.2523 4.8354 0.4256  0.057
H: 4.2653 3.7882 -1.2368  0.094
H: 6.5950 3.6058 -0.5216  0.104
H: 7.5706 1.4048 -0.0011  0.100
H: 6.1780 -0.6481 -0.2069  0.096
H: 3.8424 -0.4652 -0.9292  0.095
C: 8.0148 -0.8556 4.8611  -0.070
C: 7.5928 -0.4229 3.4607  -0.430
C: 8.5532 -0.8551 2.3447  -0.211
O: 9.7538 -0.1173 2.2698  -0.189
C: 10.7624 -0.4965 3.1907  -0.107
N: 7.3592 1.0250 3.4459  0.049
H: 8.8036 -0.2162 5.2564  0.065
H: 7.1681 -0.7828 5.5430  0.075
H: 8.3729 -1.8869 4.8689  0.077
H: 6.6359 -0.9084 3.2420  0.134
H: 8.0472 -0.6663 1.3941  0.098
H: 8.7735 -1.9304 2.4049  0.121
H: 10.7637 -1.5749 3.3654  0.066
H: 10.6566 0.0198 4.1476  0.077
H: 11.7220 -0.2185 2.7596  0.081
H: 6.9465 1.2754 2.5522  0.051
H: 8.2679 1.4801 3.4556  0.071
C: 12.3871 -4.3411 3.5036  -0.066
C: 13.6586 -3.5243 3.2935  -0.430
C: 14.9550 -4.3109 3.5151  -0.212
O: 15.2703 -4.5738 4.8662  -0.187
C: 14.6129 -5.6834 5.4445  -0.107
N: 13.5895 -2.3097 4.1114  0.047
H: 12.1584 -4.4601 4.5628  0.068
H: 11.5385 -3.8350 3.0442  0.060
H: 12.4716 -5.3330 3.0563  0.079
H: 13.6758 -3.2075 2.2457  0.136
H: 15.7853 -3.7070 3.1408  0.122
H: 14.9430 -5.2482 2.9416  0.121
H: 14.4901 -6.4928 4.7177  0.090
H: 13.6333 -5.4190 5.8502  0.075
H: 15.2382 -6.0388 6.2624  0.087
H: 14.3654 -1.6984 3.8763  0.077
H: 13.7503 -2.5733 5.0798  0.074
C: -8.4487 -3.8374 -5.5561  -0.065
C: -8.9068 -2.3838 -5.5367  -0.433
C: -7.7760 -1.3730 -5.3177  -0.215
O: -7.2795 -1.3104 -3.9963  -0.198
C: -6.3399 -2.3091 -3.6470  -0.104
N: -9.9883 -2.2408 -4.5576  0.042
H: -8.2777 -4.2187 -4.5493  0.055
H: -9.2210 -4.4636 -6.0016  0.077
H: -7.5321 -3.9654 -6.1354  0.079
H: -9.3294 -2.1541 -6.5201  0.134
H: -8.1683 -0.3732 -5.5233  0.120
H: -6.9510 -1.5567 -6.0208  0.120
H: -5.6928 -2.5560 -4.4948  0.093
H: -6.8208 -3.2203 -3.2832  0.075
H: -5.7252 -1.9031 -2.8445  0.080
H: -10.3976 -1.3146 -4.6274  0.071
H: -9.5810 -2.2814 -3.6276  0.068
C: -2.6700 6.7787 3.5635  -0.078
C: -2.5045 6.6228 5.0712  -0.434
C: -3.8237 6.5049 5.8424  -0.214
O: -4.5477 7.7111 5.9824  -0.189
C: -5.3348 8.0824 4.8695  -0.111
N: -1.6510 7.7011 5.5787  0.037
H: -2.9401 7.8009 3.2945  0.066
H: -1.7400 6.5462 3.0513  0.064
H: -3.4333 6.1060 3.1707  0.067
H: -1.9727 5.6821 5.2474  0.134
H: -3.5953 6.1906 6.8641  0.120
H: -4.4655 5.7333 5.3943  0.119
H: -5.7703 7.2038 4.3827  0.089
H: -4.7643 8.6491 4.1297  0.074
H: -6.1413 8.7143 5.2404  0.086
H: -1.4219 7.5298 6.5526  0.069
H: -2.1943 8.5596 5.5815  0.068
C: -10.7657 -7.0247 -0.3048  -0.071
C: -11.1745 -6.5094 -1.6811  -0.436
C: -10.3272 -7.0514 -2.8372  -0.208
O: -9.0382 -6.4838 -2.9454  -0.203
C: -8.0515 -7.0166 -2.0859  -0.107
N: -11.2152 -5.0456 -1.6523  0.042
H: -9.8838 -6.5053 0.0705  0.064
H: -11.5693 -6.8514 0.4097  0.075
H: -10.5520 -8.0950 -0.3257  0.077
H: -12.1948 -6.8567 -1.8723  0.134
H: -10.8297 -6.7895 -3.7715  0.122
H: -10.2552 -8.1472 -2.7953  0.121
H: -8.1913 -8.0924 -1.9405  0.090
H: -8.0431 -6.5244 -1.1101  0.076
H: -7.0849 -6.8499 -2.5610  0.086
H: -11.6150 -4.6919 -2.5162  0.069
H: -10.2590 -4.7024 -1.6471  0.064

The max |F| comes out at 0.5 eV Å⁻¹. The value obtained for the electronic energy is -3000.10699 Eh. Its structure (SMILES) is C[Si](C)(CCC(F)(F)[SiH](CCCN)CCCN)c1ccccc1.COC[C@@H](C)N.COC[C@@H](C)N.COC[C@@H](C)N.COC[C@@H](C)N.COC[C@@H](C)N. As for the frontier orbital gap: 0.349 hartree.

***

(2)
Computed, not measured: a 7-piece molecular cluster, C37H89O26P5 overall, with ωB97M-V/def2-TZVPD.

Last column: Löwdin charge in e.
Cartesian coordinates (Å):
C: -1.0105 -0.7671 -1.0187  0.015
O: -1.8034 -0.5014 0.1874  0.008
C: -1.2904 -0.9691 1.2931  -0.628
O: -0.2979 -1.6730 1.3875  0.087
O: -1.9467 -0.5043 2.3296  0.001
C: -1.6333 -0.9865 3.6426  -0.013
H: 0.0035 -1.0368 -0.7200  0.074
H: -1.1146 0.1101 -1.6358  0.084
H: -1.5190 -1.6053 -1.5696  0.087
H: -0.5615 -1.2062 3.8092  0.077
H: -2.2346 -1.9104 3.8938  0.098
H: -1.9261 -0.1777 4.3445  0.106
C: -1.6972 6.3627 -8.2320  -0.062
C: -0.4680 6.0138 -7.3586  -0.228
O: -0.8932 5.1688 -6.2484  -0.181
P: 0.0657 4.7427 -5.1081  0.334
O: 0.8009 5.7671 -4.4239  -0.207
O: -1.0234 3.9215 -4.2357  -0.185
C: -0.6414 3.3395 -2.9774  -0.258
C: -1.0666 4.2182 -1.7895  -0.059
O: 1.0564 3.6630 -5.6974  -0.172
C: 2.4686 3.7317 -5.5717  -0.294
C: 3.0296 3.0015 -6.7380  -0.065
H: -1.4037 7.1942 -8.8693  0.073
H: -2.0151 5.5375 -8.8270  0.059
H: -2.4594 6.6461 -7.4377  0.105
H: 0.2753 5.4238 -7.9364  0.123
H: -0.0988 6.9343 -6.8923  0.119
H: -1.2279 2.3787 -3.0505  0.127
H: 0.4171 3.0899 -2.9327  0.092
H: -2.0663 4.6552 -1.9249  0.084
H: -0.9427 3.6638 -0.8731  0.050
H: -0.4573 5.1042 -1.9208  0.066
H: 2.7548 4.7476 -5.5470  0.094
H: 2.7864 3.2335 -4.5964  0.133
H: 4.0830 3.1396 -6.8461  0.073
H: 2.8404 1.9451 -6.5898  0.079
H: 2.5300 3.4441 -7.6043  0.085
C: 4.2174 4.9119 -2.0227  -0.053
C: 3.2381 4.2666 -1.0774  -0.221
O: 3.2021 2.8457 -1.3998  -0.192
P: 2.5385 1.7297 -0.4957  0.424
O: 1.0583 1.8371 -0.3250  -0.240
O: 3.0225 0.4126 -1.2483  -0.175
C: 2.1109 0.0165 -2.3294  -0.252
C: 3.0247 -0.4596 -3.4447  -0.057
O: 3.4204 1.8446 0.8494  -0.175
C: 2.9529 1.2185 2.0762  -0.232
C: 3.1321 -0.2410 2.0093  -0.071
H: 3.8614 4.8966 -3.0491  0.060
H: 4.5906 5.9186 -1.7644  0.090
H: 5.1181 4.3024 -1.9961  0.081
H: 3.5965 4.2829 -0.0587  0.109
H: 2.2418 4.5994 -1.1019  0.096
H: 1.5063 -0.8362 -2.0511  0.094
H: 1.4430 0.8567 -2.5637  0.099
H: 3.7543 0.3223 -3.5890  0.071
H: 3.4302 -1.4429 -3.1301  0.097
H: 2.4460 -0.4993 -4.3667  0.078
H: 3.6204 1.5582 2.8337  0.112
H: 1.9924 1.6718 2.3149  0.103
H: 2.5275 -0.7456 1.2400  0.081
H: 4.1334 -0.5861 1.9079  0.082
H: 2.8303 -0.6877 2.9424  0.069
C: -1.4015 -4.5691 -1.7920  -0.060
C: -2.1144 -4.0558 -3.0384  -0.205
O: -2.0823 -5.0752 -4.1282  -0.204
P: -1.0017 -5.1388 -5.2881  0.349
O: 0.3887 -5.1384 -4.8468  -0.229
O: -1.2857 -3.8352 -6.2235  -0.191
C: -2.6728 -3.6175 -6.6457  -0.251
C: -2.6531 -2.5177 -7.7134  -0.072
O: -1.6121 -6.3311 -6.0835  -0.190
C: -1.2279 -7.7312 -5.9390  -0.232
C: 0.1433 -8.1697 -6.4389  -0.077
H: -1.3464 -3.7154 -1.1153  0.054
H: -1.8900 -5.4309 -1.3092  0.086
H: -0.3642 -4.8459 -1.9937  0.078
H: -3.1371 -3.7926 -2.9865  0.091
H: -1.5494 -3.1825 -3.3949  0.112
H: -3.2071 -4.5394 -6.9063  0.119
H: -3.1502 -3.1677 -5.8018  0.094
H: -3.5946 -1.9423 -7.7986  0.082
H: -1.8669 -1.8085 -7.4746  0.072
H: -2.3988 -2.9644 -8.6861  0.075
H: -1.2781 -8.0166 -4.8407  0.136
H: -2.0163 -8.2588 -6.5035  0.122
H: 0.1276 -8.0738 -7.5501  0.092
H: 0.9743 -7.6428 -6.0021  0.068
H: 0.1696 -9.2022 -6.2120  0.059
C: 1.2486 1.0681 7.6696  -0.056
C: 1.1429 1.5682 6.2378  -0.274
O: -0.1457 2.1018 5.9860  -0.175
P: -0.5545 3.1967 4.9653  0.315
O: -1.9786 3.5074 5.0074  -0.221
O: 0.4296 4.4017 5.2856  -0.221
C: 0.1408 5.1153 6.5852  -0.207
C: 0.1747 6.6121 6.2099  -0.072
O: 0.0500 2.6857 3.5776  -0.195
C: -0.4513 3.2495 2.3214  -0.251
C: 0.1222 4.6021 2.0076  -0.072
H: 0.9362 1.8035 8.3502  0.054
H: 0.7129 0.1047 7.6808  0.076
H: 2.3100 0.9819 7.9076  0.079
H: 1.8604 2.3948 6.0219  0.121
H: 1.3570 0.8083 5.4411  0.106
H: -0.8454 4.8510 6.9463  0.101
H: 0.9311 4.7556 7.2741  0.121
H: -0.2150 7.1885 7.0557  0.071
H: 1.2169 6.8213 5.9498  0.075
H: -0.5418 6.8393 5.3632  0.098
H: -0.1667 2.5161 1.5365  0.091
H: -1.5655 3.3005 2.3613  0.126
H: -0.2065 5.4072 2.6745  0.075
H: 1.2463 4.5862 1.9705  0.098
H: -0.2068 4.8840 1.0201  0.053
C: 1.2534 -4.8386 2.5465  -0.066
C: 1.8365 -3.5102 2.9135  -0.259
O: 2.3333 -3.5319 4.2854  -0.180
P: 1.5608 -2.9875 5.5667  0.391
O: 1.3172 -1.5327 5.6188  -0.228
O: 0.3307 -3.9925 5.6425  -0.189
C: -0.6911 -3.6447 6.6772  -0.201
C: -1.9768 -4.2530 6.1770  -0.085
O: 2.4469 -3.6399 6.6871  -0.159
C: 3.3861 -2.9964 7.4626  -0.299
C: 4.7688 -3.6150 7.3089  -0.062
H: 0.4257 -5.0365 3.2552  0.074
H: 0.8476 -4.8629 1.5173  0.090
H: 1.9734 -5.6108 2.8273  0.083
H: 2.7220 -3.2766 2.2946  0.122
H: 1.1538 -2.6867 2.7804  0.071
H: -0.3736 -4.1120 7.6191  0.126
H: -0.8074 -2.5739 6.7204  0.102
H: -2.8437 -4.1402 6.8062  0.070
H: -2.2410 -3.9076 5.1980  0.050
H: -2.0764 -5.3633 6.0741  0.095
H: 3.4515 -1.9050 7.1523  0.129
H: 3.0744 -2.9853 8.5140  0.123
H: 4.8332 -4.5945 7.7460  0.069
H: 5.0977 -3.6518 6.2503  0.096
H: 5.4075 -3.0354 7.9042  0.053
C: -4.9206 -2.2463 1.7939  -0.049
C: -6.0556 -2.0540 0.7866  -0.157
O: -5.6318 -0.8838 0.0183  0.025
C: -4.7059 -1.1021 -0.8710  -0.617
O: -4.2436 -2.1839 -1.1846  0.105
O: -4.3045 0.0402 -1.4576  -0.008
C: -4.3920 1.2796 -0.7705  -0.019
H: -5.2118 -3.0769 2.3860  0.065
H: -4.7668 -1.2726 2.3565  0.111
H: -3.9986 -2.4455 1.2483  0.071
H: -7.0715 -1.8964 1.1502  0.124
H: -6.1546 -2.9165 0.1320  0.118
H: -3.9765 2.0782 -1.3642  0.094
H: -3.6950 1.1260 0.0472  0.088
H: -5.3592 1.4168 -0.3849  0.079

The energy above the lowest of the compared OMol25 structures with the same formula, charge and spin is 25.9 kcal per mole. The max |F| comes out at 2.8 eV Å⁻¹. The value obtained for the electronic energy is -5126.70071 Eh. Its structure (SMILES) is CCOP(=O)(OCC)OCC.CCOP(=O)(OCC)OCC.CCOP(=O)(OCC)OCC.CCOP(=O)(OCC)OCC.CCOP(=O)(OCC)OCC.CCOC(=O)OC.COC(=O)OC. As for the frontier orbital gap: 0.399 hartree.

***

Q: What is the frontier orbital gap in the first record?
A: 0.349 hartree